# 1
24
Properties=species:S:1:pos:R:3 method="wB97M-V/def2-TZVPD" charge=+2 homo_lumo_gap_ev="4.39 / 5.27"
C -2.64 0.75 0.97
C 2.43 0.21 -2.53
C 0.48 -1.93 1.21
C 1.05 0.51 2.05
O -0.05 -2.83 0.67
H 0.53 -0.23 -3.39
C 2.88 -1.35 2.31
S -1.22 0.86 -0.15
H 3.11 0.98 -2.15
H -1.29 0.38 -2.45
H -3.43 0.10 0.58
C 0.30 -1.13 3.20
O -0.64 -1.11 3.90
C -2.04 0.70 -1.73
H -2.99 1.78 1.21
Be 1.39 -1.01 2.08
H -2.83 -0.06 -1.71
H 0.78 1.53 -2.78
C 1.17 0.51 -2.89
O 0.88 1.68 2.13
H -2.40 1.69 -2.06
O 4.02 -1.57 2.28
H 2.84 -0.79 -2.70
H -2.33 0.34 1.93

# 2
26
Properties=species:S:1:pos:R:3 method="wB97M-V/def2-TZVPD" smiles=Cc1ccccc1.CCC charge=0 homo_lumo_gap_ev=9.95
C 1.13 -1.69 -0.35
H 0.57 -3.63 0.29
H -1.57 2.95 -0.13
C 1.76 -1.33 0.87
C 0.84 -0.63 -1.21
H 1.92 -2.08 1.63
H 1.52 1.35 -1.93
H 0.87 -3.60 -1.42
C -2.33 0.75 1.41
C -2.39 2.43 -0.60
H 2.20 2.02 0.33
H 0.18 -0.88 -2.05
H -2.05 1.45 2.20
C 2.15 -0.02 1.04
H -2.22 2.19 -1.66
H -4.00 1.89 0.67
H 2.77 0.24 1.90
H -3.41 0.54 -0.35
H -1.39 0.25 1.17
C 1.38 0.65 -1.11
H -2.86 -0.04 1.96
C 0.46 -3.00 -0.60
H -0.60 -2.79 -0.72
C 1.86 1.01 0.14
C -3.12 1.39 0.28
H -3.11 3.25 -0.75

# 3
15
Properties=species:S:1:pos:R:3 method="wB97M-V/def2-TZVPD" charge=0 homo_lumo_gap_ev=9.86
Br 3.10 -1.36 -0.12
O 0.37 -0.64 -0.06
H -1.43 -1.09 2.49
C 2.09 -0.65 -2.64
H 1.50 -0.05 -3.28
C 2.61 -0.19 -1.56
C -1.30 -0.40 1.65
H -1.20 -1.96 0.24
H 2.06 -1.69 -2.82
H -3.32 3.80 1.70
C -0.64 -1.04 0.51
Br 2.75 1.67 -1.13
H -0.72 0.56 2.09
H -3.46 3.05 1.44
H -2.41 -0.02 1.49

# 4
25
Properties=species:S:1:pos:R:3 method="wB97M-V/def2-TZVPD" smiles=CC(C)[C@H]1N(N)[C@@]1(C)[NH3+] charge=+1 homo_lumo_gap_ev=10.17
H -0.89 0.96 -2.73
C -1.15 1.38 -1.82
H 3.05 -0.89 0.33
H -0.74 -0.03 1.77
H 0.43 -0.63 2.83
H -1.05 -2.15 -1.20
H -0.49 2.23 -1.53
H 1.96 -2.12 0.97
H -0.68 2.30 0.90
N 0.01 -0.74 1.91
C -0.99 0.11 -0.94
H -2.09 1.70 -1.84
N 0.97 1.10 0.61
H -1.73 0.08 -0.23
H 0.11 2.14 2.26
H -2.09 -1.28 -2.41
C -1.11 -1.11 -1.79
C 0.40 0.08 -0.49
H 1.24 0.24 -1.20
H -0.45 -1.63 1.91
H 2.72 -0.70 1.96
H -0.41 -1.21 -2.57
N -0.16 1.65 1.44
C 2.22 -1.15 1.06
C 0.90 -0.32 0.81

# 5
46
Properties=species:S:1:pos:R:3 method="wB97M-V/def2-TZVPD" smiles=NCC[C@@H](N)CO.O.O.O.O.O.O.O.O.O charge=0 homo_lumo_gap_ev=8.68
H -1.18 -0.49 -2.18
O 2.70 -1.41 2.33
O 1.13 -1.94 -0.83
N -1.12 -0.18 -1.29
H -2.00 1.88 -1.95
C 0.00 2.88 -0.21
O 3.61 -2.69 -0.45
H 1.62 3.98 0.65
O -1.86 0.70 1.72
H 3.12 -0.64 2.45
C 0.43 1.78 -1.16
H -1.28 2.02 4.15
C 0.21 0.29 -0.87
H 1.42 0.15 4.60
H 1.93 -2.21 -0.29
H 1.61 2.54 1.15
O -0.78 -3.11 -2.73
O -1.11 -1.82 0.80
H -0.96 2.42 0.34
H -0.54 2.89 3.32
H -0.04 -2.74 -2.19
H 3.34 -3.63 -0.65
H -2.52 0.21 2.24
H 2.29 -0.24 -1.06
O -3.39 -0.40 -3.38
H -3.61 0.21 -2.57
H -0.14 -2.26 0.72
H 1.48 1.86 -1.32
H 1.27 -0.80 -2.52
C 1.35 -0.64 -1.37
H -1.54 -0.75 -0.52
O 0.83 -0.23 3.96
H -1.57 -2.60 0.58
H -1.43 2.94 -3.10
H -3.36 -1.18 -2.96
H -1.27 -0.08 1.39
N 1.03 3.16 0.83
H 0.05 0.38 3.82
H -1.10 -3.73 -2.14
H -0.07 1.89 -2.20
H 0.22 0.10 0.28
O -0.41 2.15 3.93
H -0.20 3.91 -0.66
H 3.68 -2.66 0.52
O -2.25 2.65 -2.55
H 1.80 -1.15 2.56

# 6
11
Properties=species:S:1:pos:R:3 method="wB97M-V/def2-TZVPD" smiles="C=N.O.O" charge=0 homo_lumo_gap_ev=11.35
O 1.28 -0.91 0.91
C -2.48 -1.06 -0.99
H 3.21 3.17 0.03
O 2.71 2.47 -0.39
H 0.31 -0.83 0.82
H 3.12 1.61 -0.23
N -2.47 -0.95 0.29
H -1.53 -1.50 -1.33
H -3.38 -0.69 0.67
H 1.64 -0.13 1.35
H -3.43 -1.07 -1.50

# 7
33
Properties=species:S:1:pos:R:3 method="wB97M-V/def2-TZVPD" smiles="C=C/C=C/CCN.O.O.O.O.O" charge=0 homo_lumo_gap_ev=9.33
H 0.90 3.54 -1.60
H -3.72 -0.97 -0.11
H -1.95 2.00 -1.52
C 0.89 -2.28 0.02
O -2.29 0.46 -2.38
O 0.46 0.67 -1.97
O -2.95 -1.27 -0.61
H 2.51 -2.69 1.43
H 3.19 -1.28 -1.05
H 0.89 -1.68 -0.88
H 0.10 2.93 -0.44
H 0.52 -3.27 -0.25
H 0.76 0.30 0.83
O -1.79 2.77 -0.93
H 0.64 0.07 -1.24
C 0.20 -1.67 1.18
H 3.15 -0.60 0.40
H -0.74 2.25 3.49
H -2.21 -0.81 -0.20
H 2.73 -3.47 -0.08
N 3.34 -1.48 -0.07
H -2.78 -0.36 -2.22
H -2.63 3.04 -0.58
C -0.56 0.40 2.47
C -0.29 1.68 2.69
H -1.42 -0.05 2.96
H -1.39 0.26 -2.65
H -0.38 -2.34 1.81
O 0.99 2.94 -0.85
H 0.48 2.23 2.15
C 0.14 -0.36 1.44
H 0.81 1.54 -1.59
C 2.41 -2.51 0.36

# 8
76
Properties=species:S:1:pos:R:3 method="wB97M-V/def2-TZVPD" smiles="O=CO[C@H](Br)CCOCC(F)(F)F.c1ccncc1.c1ccncc1.c1ccncc1.c1ccncc1.c1ccncc1" charge=0 homo_lumo_gap_ev=9.92
H -4.90 -0.58 -0.25
H -5.24 5.35 1.59
H -4.81 1.31 0.19
H -4.70 -5.54 4.23
N 5.14 6.66 0.81
H 3.63 -1.67 -2.70
N -6.65 2.18 -0.16
H -1.79 -8.69 4.50
H -7.58 5.32 0.70
C -1.36 -1.57 -0.04
F -2.28 -0.44 -0.35
C -4.84 3.32 0.96
H -8.41 3.23 -0.40
C 7.29 5.29 -0.34
O -3.35 -2.75 0.94
H 5.82 3.81 -0.88
H -8.81 -0.33 -0.34
O -6.79 -1.00 0.68
H 3.98 1.17 1.28
C -3.11 -7.09 1.83
C 9.13 1.47 -3.10
H 5.77 1.47 -2.85
C -5.63 4.46 1.10
Br -6.59 -0.64 -2.24
F -0.26 -1.60 -1.04
N 4.88 -0.54 -1.51
C -2.32 -2.94 -0.10
C -2.32 -7.99 2.53
H -6.42 -3.50 -0.78
H -4.87 -2.89 -1.68
H 3.96 5.10 0.17
C 4.98 5.47 0.19
C -3.26 -7.11 4.56
H 1.75 0.22 0.67
H -3.34 -7.10 5.64
C 6.78 1.83 -3.00
C 7.01 3.17 -3.32
C 2.62 0.01 0.06
H -1.64 -3.88 0.07
C 4.95 0.24 -0.40
H -5.30 -3.33 1.58
H 7.71 -0.09 -2.65
C 6.01 4.76 -0.40
C -5.39 2.22 0.33
H 8.48 6.96 0.35
C -8.20 -1.13 0.27
H 8.55 4.61 -3.75
H 6.19 3.87 -3.41
H 1.57 -1.23 -1.37
C 6.40 7.16 0.85
H -3.82 3.30 1.33
C 8.32 3.58 -3.51
H -1.66 -8.67 2.00
C -5.86 -1.24 -0.44
F -0.83 -1.40 1.34
H 10.01 0.83 -3.02
H -4.47 -4.63 0.49
H -2.72 -2.99 -1.20
C 7.86 0.96 -2.89
C 3.66 -1.04 -1.81
N -3.96 -6.22 2.43
N 9.39 2.76 -3.40
C -5.45 -2.82 -0.64
C -7.40 3.29 0.00
H 8.13 4.76 -0.79
C -2.40 -8.00 3.92
H 5.94 0.63 -0.18
C -4.60 -3.46 0.62
C -4.01 -6.25 3.78
C 7.49 6.52 0.29
C 2.52 -0.80 -1.07
H -3.09 -7.04 0.75
H 6.50 8.11 1.35
C -6.94 4.45 0.61
O -8.91 -2.21 0.68
C 3.86 0.54 0.40